Entry from OMol25: a gas-phase ion, C5H11IN4 (charge +2) (ωB97M-V/def2-TZVPD).

Values from the calculation:
HOMO (alpha / beta) = -16.7224 / -16.7216 eV
strongest force on any atom = 5.284 eV/A
total charge = +2

Last column: Löwdin charge in e.
Cartesian coordinates (Å):
C 0.28394 -1.58437 -0.17220  -0.1668
C 0.12953 0.19281 1.44056  -0.4568
C -1.59147 0.48441 -1.20571  -0.3261
C -0.40198 1.28664 -0.83113  -0.4112
C 0.83528 1.11644 -1.82075  -0.0118
N 0.32896 -1.07884 1.07832  0.0895
N -0.10638 1.18305 0.60139  0.0954
N 0.26715 0.50202 2.70464  0.2757
N 0.41100 -2.84902 -0.35153  0.1605
I -3.02973 -0.22331 0.15857  1.1688
H -1.74906 0.52125 -2.29627  0.1001
H -0.63256 2.31336 -1.08242  0.1710
H 1.24604 0.08122 -2.08779  0.1115
H 1.65817 1.83850 -1.65285  0.1098
H 0.46180 1.52087 -2.71118  0.0598
H 0.26624 -1.87557 1.88404  0.2470
H 0.23701 2.13135 1.08176  0.2454
H 0.64334 -0.15904 3.24841  0.0940
H 0.05178 1.41640 3.05375  0.1587
H 0.04963 -3.17721 -1.26528  0.1490
H 0.64131 -3.64096 0.22568  0.1365